Record 1
{
  "formula": "C14H13NRuS",
  "method": "ωB97M-V/def2-TZVPD",
  "elements": ["Ru", "C", "H", "H", "H", "H", "H", "S", "C", "C", "C", "C", "C", "C", "N", "C", "C", "C", "C", "C", "C", "C", "H", "H", "H", "H", "H", "H", "H", "H"],
  "positions_angstrom": [[-0.699, -0.569, -0.961], [0.635, -0.823, -4.913], [1.568, -0.643, -4.362], [-0.183, -0.455, -4.266], [0.504, -1.893, -5.126], [0.613, -0.229, -5.800], [-2.088, -0.049, -1.378], [0.360, 0.822, 3.158], [-0.203, -0.891, 3.210], [-0.636, -1.689, 4.262], [-1.169, -2.954, 3.960], [-1.303, -3.410, 2.641], [-0.915, -2.603, 1.570], [-0.377, -1.375, 1.901], [-0.279, -0.372, 0.965], [0.170, 0.806, 1.424], [0.490, 1.715, 0.372], [1.075, 2.995, 0.522], [1.367, 3.734, -0.608], [1.035, 3.238, -1.876], [0.342, 2.017, -2.049], [0.149, 1.233, -0.919], [-0.557, -1.296, 5.275], [-1.487, -3.588, 4.785], [-1.720, -4.387, 2.430], [-1.026, -2.827, 0.505], [1.264, 3.331, 1.536], [1.845, 4.703, -0.509], [1.291, 3.810, -2.762], [-0.067, 1.647, -2.988]],
  "forces_ev_per_a": [[0.90, 0.04, -1.54], [-0.12, -0.19, 1.27], [-0.07, -0.18, -0.33], [0.02, -0.30, -0.22], [0.05, 0.45, 0.03], [0.09, 0.22, -0.65], [-1.41, 0.67, -1.04], [-0.42, -0.87, -0.41], [-0.04, 0.44, 1.05], [0.63, 0.97, -0.05], [0.29, 0.46, 0.74], [0.26, 0.14, -2.13], [-0.52, -1.76, 1.06], [-0.52, 2.92, -1.33], [1.31, -2.14, 2.16], [0.51, -0.01, 0.45], [0.09, 0.47, 0.58], [-0.30, -0.57, 0.15], [0.05, -0.08, 0.08], [-0.18, -0.09, -0.35], [0.07, -0.50, 0.92], [-0.85, 0.02, -0.68], [-0.16, -0.42, -0.11], [0.01, 0.08, -0.17], [-0.05, 0.04, 0.18], [-0.13, -0.48, 0.51], [0.20, 0.31, -0.17], [-0.06, -0.14, -0.09], [-0.10, 0.08, 0.15], [0.44, 0.42, -0.06]],
  "energy_ha": -1088.29838,
  "spin_multiplicity": 5,
  "charge": 2,
  "e_homo_ev": [-15.5, -16.5]
}

---

Record 2
{
  "formula": "C14H14AlI2O4SSeTl",
  "method": "ωB97M-V/def2-TZVPD",
  "elements": ["I", "I", "Tl", "Al", "S", "C", "C", "C", "C", "C", "C", "C", "C", "O", "O", "O", "O", "H", "H", "H", "H", "H", "H", "H", "H", "H", "Se", "C", "C", "C", "C", "C", "C", "H", "H", "H", "H", "H"],
  "positions_angstrom": [[2.699, -3.120, -0.692], [3.566, 1.512, -1.636], [-0.097, 1.909, 0.736], [0.961, -1.363, -0.101], [1.238, 0.352, -1.627], [-1.022, -1.570, -0.557], [-0.973, -1.893, 0.800], [0.734, -0.108, -3.304], [1.510, 0.861, -4.176], [-0.744, 0.202, -3.455], [1.136, -1.525, -3.690], [-1.798, 2.384, 2.875], [-2.684, 2.602, -1.011], [-1.621, -2.179, 1.759], [-1.806, -1.642, -1.502], [-2.329, 2.386, 3.886], [-3.494, 3.134, -1.691], [1.139, 0.729, -5.196], [2.575, 0.663, -4.139], [1.358, 1.894, -3.870], [-0.897, 0.272, -4.542], [-1.017, 1.153, -2.991], [-1.384, -0.568, -3.024], [0.940, -1.664, -4.765], [0.629, -2.332, -3.157], [2.207, -1.678, -3.537], [1.913, 0.089, 1.707], [1.008, -0.393, 3.353], [-0.353, -0.247, 3.630], [-0.786, -0.234, 4.961], [0.118, -0.478, 5.999], [1.460, -0.681, 5.704], [1.920, -0.673, 4.390], [-1.058, -0.111, 2.796], [-1.829, -0.044, 5.167], [-0.257, -0.506, 7.021], [2.157, -0.827, 6.525], [2.978, -0.796, 4.194]],
  "forces_ev_per_a": [[-0.90, 0.64, 0.96], [-1.38, -0.99, 0.40], [-0.62, 1.44, -0.61], [4.45, 0.10, -2.18], [1.32, 1.34, 0.89], [-1.38, -1.24, 0.54], [-7.95, -1.91, 0.29], [0.17, -0.31, -1.68], [0.13, 0.36, -0.30], [-0.46, -0.09, 0.09], [0.25, -0.25, 0.06], [-1.76, 0.17, 3.17], [-4.82, 3.32, -4.07], [3.98, 0.99, -1.79], [1.84, -0.06, 2.46], [1.45, 0.14, -2.99], [5.00, -3.34, 4.22], [0.22, 0.11, 0.07], [0.13, -0.17, -0.30], [-0.19, 0.19, -0.16], [-0.31, -0.03, 0.37], [0.08, 0.14, -0.28], [0.24, 0.35, -0.69], [-0.04, 0.09, 0.33], [-0.30, 0.12, 0.03], [0.01, 0.07, -0.16], [-0.84, -1.78, 2.01], [1.92, 0.47, -1.72], [-1.89, 0.10, 0.69], [-0.38, -0.02, -2.43], [-0.22, 0.02, 0.40], [1.44, -0.42, -0.43], [0.40, 0.49, 2.12], [0.25, 0.09, 0.80], [-0.12, -0.03, 0.10], [0.21, 0.03, -0.06], [0.02, -0.13, -0.17], [0.03, 0.00, 0.01]],
  "energy_ha": -4650.83078,
  "charge": 4,
  "e_homo_ev": [-21.8, -21.8]
}

---

Record 3
{
  "formula": "C14H14AsCl3F6GeIN2O9P2Sr",
  "method": "ωB97M-V/def2-TZVPD",
  "elements": ["Sr", "C", "C", "N", "C", "C", "C", "O", "C", "C", "N", "C", "C", "C", "C", "C", "C", "I", "C", "O", "H", "H", "H", "H", "H", "H", "H", "H", "H", "H", "H", "H", "O", "P", "O", "O", "O", "P", "O", "O", "O", "H", "H", "F", "As", "F", "F", "F", "F", "F", "Cl", "Ge", "Cl", "Cl"],
  "positions_angstrom": [[-0.368, 0.042, -0.504], [0.359, 3.807, 2.046], [-0.837, 3.156, 2.675], [-1.378, 3.735, 3.733], [-2.289, 3.049, 4.434], [-2.588, 1.722, 4.208], [-3.608, 1.038, 5.079], [-4.945, 1.374, 4.687], [-2.028, 1.101, 3.075], [-2.145, -0.371, 2.845], [-1.847, -1.339, 3.625], [-0.853, -1.375, 4.611], [-1.138, -1.922, 5.860], [-0.137, -2.150, 6.793], [1.182, -1.849, 6.497], [1.499, -1.329, 5.247], [0.508, -1.098, 4.311], [0.839, -0.217, 2.450], [-1.263, 1.888, 2.182], [-0.597, 1.352, 1.195], [0.404, 4.859, 2.310], [0.353, 3.655, 0.966], [1.253, 3.290, 2.412], [-2.753, 3.574, 5.263], [-3.515, 1.370, 6.112], [-3.473, -0.045, 5.046], [-4.987, 1.304, 3.727], [-2.574, -0.642, 1.880], [-2.168, -2.169, 6.089], [-0.394, -2.572, 7.756], [1.964, -2.029, 7.223], [2.521, -1.085, 4.989], [-3.192, -1.323, -1.889], [-1.792, -1.463, -2.455], [-1.606, -2.175, -3.699], [-1.034, 0.098, -2.360], [-0.902, -2.059, -1.126], [0.739, -2.235, -1.572], [0.997, -3.640, -0.906], [0.970, -2.233, -3.063], [1.466, -1.156, -0.801], [-3.010, -0.481, -1.130], [1.928, -3.895, -0.952], [-2.549, 0.099, -0.115], [-2.002, 1.667, -3.066], [-2.503, 0.683, -4.363], [-0.576, 2.318, -3.766], [-2.810, 3.074, -3.672], [-1.554, 2.413, -1.506], [-3.463, 1.292, -2.236], [1.187, 1.631, -1.663], [0.871, 0.002, -3.150], [0.414, -0.040, -5.208], [3.042, -0.218, -3.405]],
  "forces_ev_per_a": [[0.20, 3.15, 11.70], [-0.19, -0.29, -0.22], [-0.43, 0.19, 0.04], [0.00, -0.03, -0.02], [0.06, 0.06, 0.05], [-0.20, -0.06, -0.13], [0.05, 0.02, -0.05], [0.00, -0.05, 0.01], [0.32, 0.06, 0.04], [-0.21, 0.18, 0.15], [0.55, -0.13, -0.50], [-0.11, 0.17, 0.05], [-0.04, 0.08, 0.14], [-0.08, 0.04, 0.00], [0.08, 0.00, -0.04], [0.00, 0.04, -0.07], [-0.72, -0.19, -0.11], [1.98, -1.21, 1.89], [1.20, -0.43, 0.59], [-1.48, 2.50, 0.27], [0.03, 0.02, 0.00], [-0.04, 0.19, -0.03], [0.05, 0.11, 0.03], [0.00, -0.02, 0.01], [0.01, -0.01, 0.01], [-0.01, 0.00, 0.09], [0.00, 0.02, 0.00], [-0.37, -0.05, 0.16], [0.00, -0.02, -0.02], [-0.01, 0.01, 0.00], [0.00, 0.01, -0.01], [0.03, -0.06, 0.05], [1.12, 0.85, -0.23], [-2.14, -1.90, 0.29], [0.41, 0.22, -0.13], [-2.61, -1.50, -8.23], [1.11, -1.39, -3.50], [0.67, -2.20, 2.24], [-0.12, -0.17, -0.41], [-0.84, 1.84, 0.59], [0.70, -1.80, -1.63], [-0.63, -0.16, 1.52], [-0.03, -0.03, 0.08], [-1.68, -0.59, -0.72], [-2.92, 3.77, 1.36], [0.64, -0.14, -0.17], [0.34, -0.94, -0.18], [0.31, -0.29, 0.01], [0.20, -0.64, -1.37], [0.17, -0.69, -0.29], [1.84, 1.47, -1.84], [3.21, -0.30, -1.57], [-0.42, 0.19, 0.08], [-0.02, 0.09, 0.02]],
  "energy_ha": -8632.61403,
  "charge": -1,
  "e_homo_ev": -5.1
}

---

Record 4
{
  "formula": "C14H14BrFN2O3S2",
  "method": "ωB97M-V/def2-TZVPD",
  "elements": ["O", "C", "N", "H", "C", "C", "C", "C", "C", "C", "C", "H", "H", "F", "H", "H", "H", "H", "C", "H", "H", "C", "N", "S", "O", "O", "C", "C", "C", "C", "S", "Br", "H", "H", "H", "H", "H"],
  "positions_angstrom": [[-2.787, -0.600, 2.284], [-1.821, 0.126, 2.376], [-0.552, -0.333, 2.383], [0.215, 0.320, 2.366], [-0.240, -1.725, 2.129], [0.167, -1.962, 0.696], [1.376, -2.569, 0.382], [1.738, -2.775, -0.938], [0.880, -2.351, -1.936], [-0.330, -1.744, -1.652], [-0.682, -1.559, -0.329], [-1.626, -1.097, -0.086], [-0.977, -1.427, -2.454], [1.244, -2.518, -3.226], [2.673, -3.247, -1.196], [2.043, -2.886, 1.169], [0.551, -2.046, 2.811], [-1.154, -2.285, 2.348], [-1.952, 1.639, 2.525], [-1.511, 1.959, 3.471], [-3.019, 1.864, 2.546], [-1.282, 2.383, 1.370], [-1.562, 1.723, 0.106], [-0.905, 2.447, -1.246], [-1.751, 2.173, -2.363], [-0.530, 3.796, -0.946], [0.587, 1.514, -1.471], [1.095, 1.064, -2.649], [2.338, 0.412, -2.503], [2.741, 0.392, -1.204], [1.618, 1.178, -0.142], [4.291, -0.384, -0.519], [2.894, -0.026, -3.312], [0.580, 1.193, -3.583], [-2.544, 1.535, -0.039], [-0.194, 2.388, 1.480], [-1.610, 3.429, 1.350]],
  "forces_ev_per_a": [[-0.43, -0.22, -0.17], [0.18, 0.55, 0.35], [0.36, -0.08, 0.13], [-0.11, 0.05, -0.01], [-0.12, -0.19, -0.04], [0.09, -0.11, 0.09], [-0.27, 0.04, 0.01], [-0.12, -0.05, -0.33], [0.04, -0.08, 0.28], [0.11, -0.13, -0.06], [0.10, -0.16, -0.01], [-0.11, 0.06, 0.03], [-0.06, 0.04, -0.12], [-0.02, 0.02, 0.02], [0.10, -0.02, -0.07], [0.08, -0.03, 0.12], [-0.09, -0.03, -0.04], [0.20, 0.05, 0.08], [-0.08, -0.16, -0.33], [-0.03, 0.05, 0.00], [0.05, -0.06, 0.04], [0.22, 0.43, 0.42], [0.07, 0.33, -0.72], [0.40, -0.29, -0.05], [-0.22, -0.25, -0.02], [-0.02, -0.12, 0.24], [-0.25, 0.29, 0.24], [-0.40, 0.25, 0.05], [0.23, 0.07, 0.38], [-0.28, 0.23, 0.14], [0.51, -0.28, -0.46], [0.07, 0.03, 0.02], [0.09, -0.10, -0.09], [-0.13, 0.01, -0.21], [-0.22, -0.10, -0.24], [-0.08, 0.10, 0.19], [0.14, -0.16, 0.12]],
  "energy_ha": -4347.38072,
  "e_homo_ev": -9.1
}

---

Record 5
{
  "formula": "C14H14BrNOPS",
  "method": "ωB97M-V/def2-TZVPD",
  "elements": ["O", "P", "Br", "C", "N", "C", "S", "H", "H", "C", "C", "C", "C", "C", "C", "H", "H", "H", "H", "H", "H", "C", "C", "C", "C", "C", "C", "H", "H", "H", "H", "H", "H"],
  "positions_angstrom": [[4.687, 2.509, -2.636], [4.100, 1.851, -4.041], [3.886, 3.916, -5.204], [2.507, 1.369, -3.589], [1.785, 2.423, -2.741], [0.743, 2.847, -3.162], [-0.601, 3.572, -3.618], [4.420, 3.435, -2.594], [1.911, 1.180, -4.488], [-0.215, -2.332, -0.353], [0.358, -1.157, -0.821], [-0.180, -0.511, -1.925], [-1.294, -1.043, -2.559], [-1.869, -2.218, -2.092], [-1.328, -2.865, -0.990], [0.207, -2.837, 0.509], [1.227, -0.737, -0.329], [0.269, 0.409, -2.275], [-1.714, -0.536, -3.419], [-2.739, -2.630, -2.588], [-1.774, -3.783, -0.626], [-1.515, -0.020, 5.463], [-2.238, 0.615, 4.462], [-1.921, 0.393, 3.129], [-0.885, -0.468, 2.794], [-0.163, -1.103, 3.796], [-0.476, -0.878, 5.130], [-1.760, 0.156, 6.503], [-3.048, 1.285, 4.721], [-2.480, 0.891, 2.347], [-0.640, -0.640, 1.755], [0.646, -1.773, 3.535], [0.090, -1.371, 5.910]],
  "forces_ev_per_a": [[0.15, 0.21, -0.33], [-0.12, -1.20, 0.59], [0.03, 0.70, -0.20], [0.15, 1.17, 0.27], [-0.44, -0.95, -1.47], [0.33, 0.74, 0.87], [-0.03, -0.28, -0.03], [-0.09, 0.00, 0.18], [0.02, -0.37, 0.11], [0.02, -0.02, -0.02], [0.00, -0.04, 0.02], [-0.03, 0.11, 0.04], [-0.01, -0.01, 0.00], [0.01, -0.01, -0.01], [-0.01, 0.00, 0.01], [0.00, -0.01, -0.01], [0.02, 0.00, -0.03], [0.03, -0.08, -0.04], [0.00, 0.01, 0.01], [0.00, 0.00, 0.00], [0.00, 0.00, 0.00], [0.00, 0.00, 0.00], [0.00, 0.00, 0.00], [-0.01, 0.00, 0.01], [0.00, 0.02, 0.01], [0.00, -0.01, 0.00], [0.00, -0.01, 0.00], [0.00, 0.00, 0.00], [0.01, 0.01, 0.00], [0.00, 0.00, 0.00], [-0.01, 0.01, -0.01], [0.01, 0.01, 0.00], [0.00, 0.00, 0.00]],
  "energy_ha": -3985.48332,
  "charge": -1,
  "e_homo_ev": -3.8
}

---

Record 6
{
  "formula": "C14H14F3N7O3RhS2Se",
  "method": "ωB97M-V/def2-TZVPD",
  "elements": ["Rh", "N", "C", "C", "C", "C", "C", "C", "C", "C", "N", "C", "H", "H", "H", "H", "H", "H", "H", "H", "C", "C", "N", "N", "C", "S", "N", "N", "H", "H", "H", "H", "H", "H", "F", "C", "F", "F", "S", "O", "O", "O", "Se", "C", "N"],
  "positions_angstrom": [[-0.057, -0.682, -0.474], [0.053, -0.669, 1.680], [1.421, -0.675, 2.108], [1.824, -0.757, 3.406], [3.199, -0.678, 3.724], [4.133, -0.537, 2.737], [3.732, -0.517, 1.379], [4.631, -0.435, 0.293], [4.159, -0.489, -0.987], [2.780, -0.640, -1.199], [1.922, -0.699, -0.203], [2.364, -0.609, 1.084], [-0.317, 0.292, 1.632], [-0.552, -1.192, 2.307], [1.089, -0.865, 4.194], [3.502, -0.716, 4.761], [5.186, -0.462, 2.974], [5.691, -0.339, 0.493], [4.819, -0.431, -1.840], [2.381, -0.724, -2.199], [-5.217, -0.071, -1.509], [-3.999, -0.042, -2.350], [-3.927, 0.266, -3.603], [-2.599, 0.135, -3.922], [-1.860, -0.255, -2.895], [-0.204, -0.605, -2.835], [-2.734, -0.383, -1.891], [-2.314, -0.662, -0.593], [-6.077, 0.156, -2.134], [-5.154, 0.672, -0.713], [-5.359, -1.056, -1.061], [-2.276, 0.360, -4.849], [-2.295, 0.209, -0.034], [-2.939, -1.332, -0.156], [-1.663, 4.580, 0.052], [-0.500, 3.953, 0.158], [-0.045, 4.071, 1.401], [0.374, 4.490, -0.684], [-0.731, 2.178, -0.252], [-1.471, 2.145, -1.486], [-1.487, 1.628, 0.883], [0.637, 1.624, -0.303], [-0.133, -3.107, -0.613], [-0.027, -3.456, 1.193], [0.038, -3.677, 2.323]],
  "forces_ev_per_a": [[0.00, -1.48, 0.63], [-0.44, 0.99, -0.71], [-0.13, -0.13, 0.25], [0.01, 0.11, 0.16], [-0.04, 0.00, -0.09], [-0.05, -0.01, 0.01], [0.14, 0.00, 0.01], [0.04, 0.01, 0.05], [-0.05, -0.04, 0.00], [0.17, -0.07, 0.12], [0.11, 0.17, -0.78], [0.22, -0.15, -0.22], [0.09, 0.08, 0.67], [0.05, -0.36, -0.21], [0.02, 0.02, 0.01], [0.00, -0.02, 0.00], [-0.01, 0.00, 0.00], [0.00, 0.00, -0.03], [-0.01, -0.01, 0.00], [0.03, 0.05, 0.00], [0.06, 0.06, 0.01], [0.03, 0.03, 0.00], [0.16, -0.04, -0.02], [-0.23, 0.04, 0.07], [0.16, -0.09, -0.39], [0.40, -0.03, 0.23], [-0.34, -0.09, 0.23], [0.80, 0.88, 0.32], [0.00, 0.00, 0.00], [0.01, 0.00, 0.00], [-0.02, 0.00, -0.01], [-0.01, 0.00, -0.03], [-0.57, 0.10, -0.07], [0.28, -0.35, -0.08], [0.01, -0.02, 0.03], [0.11, 0.06, 0.02], [0.02, 0.00, -0.04], [-0.03, 0.00, 0.01], [-0.21, 0.39, 0.15], [0.14, 0.04, -0.05], [0.07, 0.05, -0.02], [-0.91, -0.43, -0.09], [-0.05, 0.34, -0.12], [0.01, -0.15, -0.04], [-0.03, 0.08, 0.00]],
  "energy_ha": -4758.72619,
  "charge": 1,
  "e_homo_ev": -12.0
}